1.
Formula: C5H8N
Source: OMol25
Level of theory: ωB97M-V/def2-TZVPD

Its SMILES is [NH3+][C@]12C[C@]13C[C@H]32. For the HOMO-LUMO gap, the calculation gives 9.61 eV. Its charge is +1.

Atoms and positions in Å:
H1 0.643 -1.743 1.074
C1 -1.049 -0.580 0.329
C2 -0.953 0.093 -0.976
H2 1.379 1.362 -0.454
H3 2.441 0.128 -0.077
C3 0.013 -1.579 0.207
C4 -1.160 0.948 0.264
C5 0.407 -0.453 -0.569
N1 1.439 0.474 0.029
H4 -0.431 1.552 0.685
H5 -1.476 0.316 -1.945
H6 1.176 0.718 1.063
H7 -2.099 1.322 0.453
H8 -0.331 -2.557 -0.083

=====

2.
Formula: C5H8N
Source: OMol25
Level of theory: ωB97M-V/def2-TZVPD

For the HOMO-LUMO gap, the calculation gives 9.47 eV. Its charge is +1.

Atoms and positions in Å:
H1 -1.716 -0.274 -1.384
C1 2.527 -0.071 0.364
H2 -0.306 -1.232 -1.987
C2 -0.279 0.834 0.652
H3 1.977 -0.383 -1.782
C3 1.726 0.139 -0.853
H4 0.498 1.083 1.287
N1 3.259 -0.197 1.242
C4 0.287 -0.011 -0.420
H5 -0.698 1.810 0.191
C5 -0.719 -0.815 -1.147
H6 1.635 1.253 -1.012
H7 -1.114 -1.526 -0.427
H8 -1.130 0.374 1.162

=====

3.
Formula: C5H8N
Source: OMol25
Level of theory: ωB97M-V/def2-TZVPD

For the HOMO-LUMO gap, the calculation gives 10.46 eV. Its charge is +1.

Atoms and positions in Å:
H1 -1.295 0.575 1.478
C1 -0.351 0.102 -0.293
H2 -0.320 -1.559 1.047
C2 -1.553 0.559 0.433
N1 0.899 0.872 0.362
H3 2.843 1.072 0.581
C3 2.318 0.437 -0.111
H4 0.435 -2.188 -0.371
C4 1.372 -0.388 0.538
C5 0.303 -1.282 0.151
H5 2.573 0.108 -1.099
H6 -1.575 1.572 0.225
H7 -2.400 -0.093 0.359
H8 -0.341 0.389 -1.380

=====

4.
Formula: C5H8N
Source: OMol25
Level of theory: ωB97M-V/def2-TZVPD

For the HOMO-LUMO gap, the calculation gives 10.44 eV. Its charge is +1.

Atoms and positions in Å:
H1 -1.358 -1.349 1.136
C1 1.472 1.177 -0.176
C2 0.932 -0.172 0.247
C3 0.165 1.096 0.481
C4 -1.330 -0.890 0.156
H2 -2.171 -1.114 -0.480
H3 -0.098 -0.713 -1.480
H4 2.341 1.492 0.382
H5 -1.988 1.662 0.484
H6 1.462 1.515 -1.205
H7 0.308 -2.020 -0.529
C5 -1.131 1.037 0.416
N1 -0.007 -1.041 -0.509
H8 1.404 -0.680 1.078

=====

5.
Formula: C5H8N
Source: OMol25
Level of theory: ωB97M-V/def2-TZVPD

For the HOMO-LUMO gap, the calculation gives 10.09 eV. Its charge is +1.

Atoms and positions in Å:
C1 1.371 -0.539 1.484
C2 -1.003 0.352 -1.373
H1 0.653 -0.524 2.397
H2 -2.255 1.479 -0.207
H3 0.987 -1.280 0.801
C3 0.289 0.839 -1.763
H4 -0.681 -1.302 -2.807
H5 1.434 0.464 0.998
H6 2.344 -0.780 1.837
C4 0.886 -0.357 -1.349
N1 -2.061 0.576 -0.653
H7 -2.870 0.044 -0.508
C5 -0.354 -0.693 -2.013
H8 0.611 1.693 -2.151

=====

6.
Formula: C5H8N
Source: OMol25
Level of theory: ωB97M-V/def2-TZVPD

For the HOMO-LUMO gap, the calculation gives 9.53 eV. Its charge is +1.

Atoms and positions in Å:
C1 -2.917 0.019 0.690
H1 -0.573 2.008 0.756
H2 -0.214 -1.469 1.366
H3 0.302 -1.959 -0.181
N1 -0.356 0.033 -0.026
H4 -1.073 0.708 -1.936
H5 0.647 0.948 1.609
H6 1.067 1.498 -0.234
C2 0.279 1.215 0.552
C3 0.248 -1.207 0.464
C4 -1.132 -0.142 -1.263
C5 -1.825 0.095 0.033
H7 -1.279 -1.086 -1.764
H8 1.290 -1.079 0.669

=====

7.
Formula: C5H8N
Source: OMol25
Level of theory: ωB97M-V/def2-TZVPD

For the HOMO-LUMO gap (spin up / spin down), the calculation gives 8.02 / 10.72 eV. Its charge is +1.

Atoms and positions in Å:
H1 -1.020 2.222 0.556
N1 -0.132 -0.710 -1.152
C1 1.048 -0.298 -0.318
C2 -0.184 -0.655 1.320
H2 -0.521 -1.584 -0.941
C3 -1.111 1.471 -0.216
H3 1.830 -1.721 1.389
H4 3.919 -0.133 -0.293
H5 -0.936 1.986 -1.218
H6 -0.933 -0.754 2.139
H7 -0.472 -0.108 -2.031
C4 0.989 -1.124 0.903
H8 -2.166 1.191 -0.175
C5 -0.311 0.217 0.036

=====

8.
Formula: C5H8N
Source: OMol25
Level of theory: ωB97M-V/def2-TZVPD

Its SMILES is C=C=C/C=C/[NH3+]. For the HOMO-LUMO gap, the calculation gives 9.10 eV. Its charge is +1.

Atoms and positions in Å:
C1 0.110 -0.101 -0.199
C2 -1.441 -0.854 1.484
H1 1.176 1.083 -2.585
H2 0.490 -0.420 1.807
C3 -0.297 -0.350 1.130
H3 -0.431 -0.635 -1.009
H4 2.421 0.236 -1.991
C4 -2.716 -1.126 1.625
H5 -3.541 -0.474 1.820
N1 1.844 1.008 -1.739
H6 1.564 1.319 0.467
H7 -2.990 -2.159 1.484
H8 2.590 1.804 -1.851
C5 1.223 0.669 -0.443